Entry 1
{
  "formula": "C6H15NS",
  "method": "ωB97M-V/def2-TZVPD",
  "elements": ["C", "C", "C", "N", "H", "H", "H", "H", "H", "H", "H", "H", "C", "C", "C", "S", "H", "H", "H", "H", "H", "H", "H"],
  "coordinates": [[0.930, -1.016, -2.960], [1.316, -1.056, -1.477], [-0.496, -1.590, 0.119], [0.372, -1.952, -0.761], [0.893, -2.032, -3.353], [-0.116, -0.611, -3.175], [1.726, -0.468, -3.530], [2.285, -1.522, -1.371], [1.263, -0.018, -1.051], [-1.158, -2.369, 0.500], [-0.638, -0.527, 0.397], [0.490, -2.926, -0.892], [-2.063, 1.095, -0.197], [-1.700, 1.339, 1.306], [-0.263, 1.828, 1.589], [1.088, 0.616, 1.387], [-2.551, 1.960, -0.597], [-2.718, 0.205, -0.320], [-1.149, 0.875, -0.834], [-2.439, 2.137, 1.724], [-1.966, 0.469, 1.889], [-0.231, 2.344, 2.583], [-0.039, 2.685, 0.897]],
  "homo_ev": -6.50,
  "molar_mass_g_mol": 133.26,
  "charge": 0
}

Entry 2
{
  "formula": "C6H15NS",
  "method": "ωB97M-V/def2-TZVPD",
  "elements": ["C", "C", "C", "S", "C", "N", "C", "C", "H", "H", "H", "H", "H", "H", "H", "H", "H", "H", "H", "H", "H", "H", "H"],
  "coordinates": [[0.781, 0.254, -0.809], [-0.378, -0.185, -1.706], [-0.333, -1.669, -2.067], [0.751, -2.080, -3.429], [0.630, -0.195, 0.643], [-0.502, 0.438, 1.310], [-0.526, 0.053, 2.712], [-0.502, 1.890, 1.181], [1.718, -0.175, -1.159], [0.895, 1.338, -0.817], [-0.335, 0.391, -2.631], [-1.317, 0.075, -1.216], [-0.124, -2.237, -1.153], [-1.343, -1.990, -2.323], [1.756, -1.259, -3.094], [0.409, -1.273, 0.659], [1.592, -0.063, 1.163], [-0.259, -0.993, 2.817], [-1.519, 0.211, 3.145], [0.184, 0.636, 3.327], [0.494, 2.337, 1.217], [-0.974, 2.183, 0.232], [-1.096, 2.314, 1.996]],
  "homo_ev": -8.65,
  "smiles": "CN(C)CCCCS",
  "molar_mass_g_mol": 133.26,
  "charge": 0
}

According to the calculations, the structures order from most to least stable as entry 2, entry 1.

Entry 1
{
  "formula": "C4H6N4O",
  "method": "ωB97M-V/def2-TZVPD",
  "elements": ["C", "C", "C", "C", "H", "H", "H", "H", "H", "H", "N", "N", "N", "N", "O"],
  "coordinates": [[-3.359, 0.058, -0.074], [-2.148, -0.219, 0.341], [2.368, 0.017, 0.084], [1.095, 0.801, 0.184], [-4.150, -0.261, 0.545], [-3.631, 0.838, -0.972], [-1.852, -0.642, 1.355], [0.013, -1.707, -0.745], [3.495, 0.446, 0.226], [0.013, 2.450, -0.244], [0.085, -0.161, 0.330], [0.625, -1.353, -0.005], [2.086, -1.194, -0.191], [1.024, 2.073, -0.065], [-1.047, -0.076, -0.482]],
  "homo_ev": -8.78,
  "smiles": "[H]/N=c1/cn[nH]n1OC=C",
  "molar_mass_g_mol": 126.12,
  "charge": 0
}

Entry 2
{
  "formula": "C4H6N4O",
  "method": "ωB97M-V/def2-TZVPD",
  "elements": ["C", "C", "C", "C", "H", "H", "H", "H", "H", "H", "N", "N", "N", "N", "O"],
  "coordinates": [[1.143, -0.113, 0.062], [1.105, 1.265, 0.035], [-0.021, 1.899, -0.063], [-1.347, 0.016, -0.043], [2.215, -1.702, -0.622], [3.121, -0.554, 0.027], [1.957, 1.593, -0.068], [-2.696, -1.979, -0.433], [-3.328, -0.321, 0.665], [-0.180, -1.901, 0.526], [2.199, -1.032, 0.040], [-1.383, 1.268, -0.028], [-2.478, -0.787, -0.038], [-0.237, -0.787, -0.048], [-0.069, 3.137, -0.011]],
  "homo_ev": -8.78,
  "smiles": "Nc1cc(=O)nc(N)[nH]1",
  "molar_mass_g_mol": 126.12,
  "charge": 0
}

According to the calculations, the structures order from most to least stable as entry 2, entry 1.

Entry 1
{
  "formula": "CH4O2P2",
  "method": "ωB97M-V/def2-TZVPD",
  "elements": ["C", "O", "O", "P", "P", "H", "H", "H", "H"],
  "coordinates": [[0.844, -0.033, -0.048], [0.896, -1.438, -0.351], [-1.490, -2.114, -1.052], [0.023, -2.306, -1.365], [-2.914, -1.401, -0.688], [-0.006, 0.266, -0.670], [0.959, 0.191, 1.041], [1.692, 0.402, -0.588], [-2.594, -0.554, 0.489]],
  "homo_ev": [-7.06, -8.06],
  "molar_mass_g_mol": 109.99,
  "charge": 0
}

Entry 2
{
  "formula": "CH4O2P2",
  "method": "ωB97M-V/def2-TZVPD",
  "elements": ["C", "O", "O", "P", "P", "H", "H", "H", "H"],
  "coordinates": [[0.073, -0.399, -1.413], [-1.047, 1.768, 2.387], [-0.167, 1.985, -0.012], [-0.393, 1.226, 1.204], [0.271, -0.820, 0.202], [-0.176, -1.169, -2.127], [0.461, 0.495, -1.831], [1.487, -1.158, 0.765], [-0.508, -1.927, 0.825]],
  "homo_ev": -8.39,
  "smiles": "C=[PH2]P(=O)=O",
  "molar_mass_g_mol": 109.99,
  "charge": 0
}

Entry 3
{
  "formula": "CH4O2P2",
  "method": "ωB97M-V/def2-TZVPD",
  "elements": ["C", "O", "O", "P", "P", "H", "H", "H", "H"],
  "coordinates": [[-0.247, 0.035, 1.060], [-2.757, 4.106, 0.407], [-0.983, 2.581, -0.358], [-1.496, 3.567, 0.827], [0.580, 1.218, -0.195], [-0.961, 0.564, 1.814], [-0.768, -0.875, 0.824], [0.610, -0.372, 1.642], [0.208, 0.759, -1.571]],
  "homo_ev": -9.91,
  "smiles": "CPOP=O",
  "molar_mass_g_mol": 109.99,
  "charge": 0
}

According to the calculations, the structures order from most to least stable as entry 3, entry 1, entry 2.

Entry 1
{
  "formula": "C45H35BrI2N7O3Rb",
  "method": "ωB97M-V/def2-TZVPD",
  "elements": ["Rb", "O", "C", "C", "C", "C", "C", "C", "C", "O", "N", "N", "C", "C", "Br", "C", "C", "C", "C", "C", "C", "C", "H", "H", "H", "H", "H", "H", "H", "H", "H", "H", "H", "H", "H", "H", "I", "C", "C", "C", "I", "C", "O", "C", "C", "N", "C", "C", "C", "C", "C", "C", "N", "C", "H", "H", "H", "H", "H", "H", "H", "H", "H", "H", "H", "N", "C", "C", "C", "C", "C", "C", "C", "C", "C", "C", "C", "C", "N", "C", "C", "C", "C", "N", "H", "H", "H", "H", "H", "H", "H", "H", "H", "H"],
  "coordinates": [[0.036, -0.859, 0.024], [-2.190, 3.872, -1.982], [-2.020, 4.656, -0.973], [-2.617, 5.946, -0.896], [-2.405, 6.789, 0.176], [-1.588, 6.411, 1.242], [-0.989, 5.159, 1.192], [-1.184, 4.296, 0.126], [-0.472, 2.965, 0.093], [-1.209, 1.980, -0.574], [0.834, 3.181, -0.533], [1.770, 2.261, -0.426], [2.792, 2.328, -1.200], [3.904, 1.402, -1.104], [3.646, -0.118, 0.000], [5.070, 1.501, -1.755], [5.496, 2.628, -2.603], [6.208, 2.365, -3.777], [6.642, 3.393, -4.597], [6.381, 4.714, -4.257], [5.693, 4.992, -3.085], [5.260, 3.961, -2.264], [-1.776, 2.483, -1.219], [-3.254, 6.241, -1.723], [-2.887, 7.762, 0.188], [-1.429, 7.069, 2.087], [-0.350, 4.833, 2.008], [-0.263, 2.601, 1.102], [0.870, 3.830, -1.314], [2.856, 3.089, -1.979], [5.765, 0.674, -1.681], [6.406, 1.335, -4.048], [7.182, 3.162, -5.507], [6.715, 5.520, -4.898], [5.494, 6.018, -2.802], [4.745, 4.191, -1.340], [-0.814, -8.744, -2.657], [-0.201, -6.860, -1.982], [-0.220, -6.573, -0.622], [0.196, -5.332, -0.186], [0.149, -4.841, 1.843], [0.661, -4.303, -1.067], [1.056, -3.173, -0.673], [0.630, -4.651, -2.464], [1.056, -3.591, -3.435], [0.064, -2.521, -3.535], [0.317, -1.612, -4.640], [-0.620, -0.437, -4.552], [-1.930, -0.536, -5.005], [-2.797, 0.527, -4.800], [-2.326, 1.659, -4.160], [-0.993, 1.676, -3.770], [-0.150, 0.663, -3.958], [0.218, -5.896, -2.893], [-0.561, -7.310, 0.092], [1.250, -4.054, -4.419], [1.988, -3.136, -3.087], [-0.862, -2.926, -3.608], [0.226, -2.104, -5.625], [1.337, -1.237, -4.548], [-2.260, -1.444, -5.498], [-3.828, 0.465, -5.126], [-2.948, 2.510, -3.923], [-0.604, 2.552, -3.265], [0.222, -6.117, -3.955], [-3.678, -4.064, 10.126], [-3.352, -3.646, 9.104], [-2.946, -3.122, 7.829], [-3.016, -1.751, 7.587], [-2.619, -1.251, 6.360], [-2.157, -2.105, 5.362], [-2.097, -3.474, 5.611], [-2.483, -3.986, 6.837], [-1.728, -1.576, 4.032], [-0.514, -0.875, 4.039], [0.318, -0.667, 5.188], [1.410, 0.043, 4.753], [1.205, 0.232, 3.355], [0.077, -0.300, 2.929], [-2.594, -1.877, 2.980], [-3.879, -2.505, 3.121], [-4.406, -2.596, 1.860], [-3.419, -2.031, 0.996], [-2.357, -1.604, 1.642], [-3.381, -1.089, 8.361], [-2.662, -0.189, 6.159], [-1.746, -4.132, 4.826], [-2.431, -5.049, 7.031], [0.127, -1.016, 6.192], [2.254, 0.379, 5.336], [1.868, 0.743, 2.665], [-4.340, -2.820, 4.044], [-5.361, -3.008, 1.571], [-3.483, -1.948, -0.083]],
  "homo_ev": -2.57,
  "molar_mass_g_mol": 1141.00,
  "charge": -2
}

Entry 2
{
  "formula": "C45H35BrI2N7O3Rb",
  "method": "ωB97M-V/def2-TZVPD",
  "elements": ["Rb", "O", "C", "C", "C", "C", "C", "C", "C", "O", "N", "N", "C", "C", "Br", "C", "C", "C", "C", "C", "C", "C", "H", "H", "H", "H", "H", "H", "H", "H", "H", "H", "H", "H", "H", "H", "I", "C", "C", "C", "I", "C", "O", "C", "C", "N", "C", "C", "C", "C", "C", "C", "N", "C", "H", "H", "H", "H", "H", "H", "H", "H", "H", "H", "H", "N", "C", "C", "C", "C", "C", "C", "C", "C", "C", "C", "C", "C", "N", "C", "C", "C", "C", "N", "H", "H", "H", "H", "H", "H", "H", "H", "H", "H"],
  "coordinates": [[1.039, -0.815, 0.632], [1.860, -1.388, 3.658], [1.329, -1.225, 4.814], [2.061, -0.783, 5.951], [1.459, -0.613, 7.181], [0.103, -0.875, 7.376], [-0.636, -1.318, 6.284], [-0.062, -1.486, 5.037], [-0.869, -1.973, 3.859], [-0.172, -2.924, 3.094], [-1.235, -0.824, 3.037], [-2.226, -0.960, 2.149], [-2.601, 0.084, 1.513], [-3.610, 0.057, 0.471], [-4.074, -1.642, -0.234], [-4.176, 1.139, -0.074], [-4.022, 2.527, 0.390], [-4.007, 2.881, 1.739], [-3.894, 4.209, 2.122], [-3.810, 5.210, 1.168], [-3.848, 4.874, -0.178], [-3.959, 3.548, -0.561], [0.761, -2.579, 3.113], [3.118, -0.583, 5.812], [2.062, -0.270, 8.017], [-0.358, -0.745, 8.347], [-1.694, -1.541, 6.402], [-1.795, -2.458, 4.189], [-0.974, 0.102, 3.351], [-2.118, 1.047, 1.659], [-4.794, 1.004, -0.954], [-4.101, 2.113, 2.494], [-3.870, 4.457, 3.176], [-3.710, 6.245, 1.469], [-3.782, 5.648, -0.933], [-3.978, 3.283, -1.612], [7.213, -5.883, -2.429], [5.868, -4.380, -1.878], [6.159, -3.545, -0.810], [5.262, -2.556, -0.454], [5.700, -1.295, 1.144], [4.022, -2.342, -1.127], [3.194, -1.440, -0.806], [3.780, -3.229, -2.233], [2.496, -3.043, -2.999], [1.271, -3.337, -2.257], [1.298, -4.625, -1.589], [0.005, -4.841, -0.851], [-0.745, -6.000, -1.004], [-1.914, -6.144, -0.272], [-2.288, -5.129, 0.589], [-1.472, -4.009, 0.686], [-0.354, -3.861, -0.017], [4.679, -4.214, -2.582], [7.081, -3.662, -0.255], [2.517, -3.677, -3.894], [2.413, -2.004, -3.328], [1.152, -2.618, -1.551], [2.127, -4.720, -0.869], [1.444, -5.410, -2.338], [-0.414, -6.767, -1.693], [-2.520, -7.037, -0.375], [-3.188, -5.189, 1.186], [-1.728, -3.199, 1.356], [4.449, -4.862, -3.422], [0.880, 7.822, -6.210], [0.739, 6.943, -5.481], [0.562, 5.848, -4.568], [-0.638, 5.721, -3.870], [-0.804, 4.669, -2.989], [0.209, 3.733, -2.796], [1.402, 3.868, -3.499], [1.584, 4.920, -4.381], [0.012, 2.598, -1.840], [0.158, 2.954, -0.485], [0.482, 4.263, -0.014], [0.516, 4.187, 1.360], [0.223, 2.834, 1.665], [0.011, 2.095, 0.588], [-0.291, 1.383, -2.438], [-0.489, 1.179, -3.851], [-0.823, -0.135, -4.009], [-0.811, -0.697, -2.691], [-0.502, 0.182, -1.767], [-1.428, 6.445, -4.021], [-1.725, 4.558, -2.431], [2.185, 3.137, -3.346], [2.514, 5.027, -4.924], [0.663, 5.138, -0.620], [0.724, 4.980, 2.061], [0.180, 2.398, 2.659], [-0.403, 1.926, -4.625], [-1.043, -0.657, -4.928], [-1.011, -1.728, -2.433]],
  "homo_ev": -2.60,
  "molar_mass_g_mol": 1141.00,
  "charge": -2
}

According to the calculations, the structures order from most to least stable as entry 2, entry 1.